Density functional theory data (ωB97M-V/def2-TZVPD) for C7H17NSi in the gas phase in a non-equilibrium geometry.

ORCA input file:
```
! wB97M-V def2-TZVPD RIJCOSX def2/J DEFGRID3
* xyz 0 1
C -1.706 -0.033 0.841
H -0.929 -1.682 -0.407
H 3.206 -1.581 1.647
H 1.018 2.872 -2.440
H -2.017 -2.040 0.955
H 0.216 -3.077 1.202
H 0.580 0.514 -2.781
H -0.503 2.741 0.919
C -1.170 -1.491 0.681
C 0.020 -1.974 1.406
C -0.442 0.535 -2.391
H 2.655 0.069 1.870
C 2.420 -0.998 1.952
C 1.229 -1.280 0.986
H 1.530 -1.452 -0.135
Si -0.366 1.319 0.311
H -0.072 3.370 -1.108
H -0.693 3.168 -2.890
N -0.522 1.563 -1.436
H 1.999 -1.309 2.987
C -0.045 2.766 -1.980
H -1.275 0.503 -3.065
H -2.657 -0.088 0.298
H -1.931 -0.015 1.925
H -0.518 -0.451 -1.899
H -0.029 -1.947 2.554
*
```

## Properties
- Calculated total energy: -620.9986 Eh
- Orbital gap (spin up / spin down): 7.37 / 7.37 eV

Atomic partial charges in e from the Löwdin method, atoms 1 to 2: atom 1 (C): -0.30, atom 2 (H): 0.10

---

Density functional theory data (ωB97M-V/def2-TZVPD) for C7H17NSi in the gas phase in a non-equilibrium geometry.

ORCA input file:
```
! wB97M-V def2-TZVPD RIJCOSX def2/J DEFGRID3
* xyz 0 3
H -4.512 -1.353 -0.015
H -5.171 0.021 -1.007
H -4.961 0.076 0.717
C -3.141 0.286 -0.487
C 1.657 -0.439 -0.345
C 2.674 0.011 -1.409
H 3.556 -0.823 0.724
H 2.173 -1.520 1.534
H -2.998 -0.160 -1.528
H 1.364 2.753 1.133
H 2.074 0.668 -2.154
H -3.206 1.386 -0.789
C 1.106 0.756 0.348
H 3.001 -0.696 -2.083
H -1.346 -1.594 0.195
H 2.830 1.993 0.023
C -4.474 -0.285 -0.138
H -2.433 -0.381 2.009
Si -1.701 -0.308 0.770
H 3.557 0.427 -0.965
H 2.564 1.461 1.763
H 0.761 -1.127 -0.772
H 2.507 -2.416 0.122
C 2.504 -1.365 0.592
N -0.419 0.793 0.931
C 2.034 1.837 0.831
*
```

## Properties
- Calculated total energy: -620.9353 Eh
- Orbital gap (spin up / spin down): 8.04 / 7.45 eV

Atomic partial charges in e from the Löwdin method, atoms 1 to 2: atom 1 (H): 0.06, atom 2 (H): 0.10

---

Density functional theory data (ωB97M-V/def2-TZVPD) for 2 unconnected molecules or ions with the total composition C7H18 in a non-equilibrium geometry.

ORCA input file:
```
! wB97M-V def2-TZVPD RIJCOSX def2/J DEFGRID3
* xyz 0 1
H 1.781 0.248 2.312
H 1.958 -1.465 2.418
H 1.558 -2.994 0.620
H -3.623 0.827 0.755
H 1.572 -2.325 -1.031
H 1.596 1.304 -0.049
C 2.081 0.333 -0.117
H 0.130 -0.546 0.370
H 0.337 -0.794 2.635
H -2.239 1.965 0.499
H 2.823 -2.056 0.073
C 1.722 -2.088 0.025
C 1.179 -0.784 0.504
H -0.843 1.359 -2.462
C -0.929 1.025 -1.432
C -2.363 0.578 -1.114
C -3.059 1.412 0.039
H -0.309 0.134 -1.370
H 2.191 0.017 -1.154
H 2.982 0.330 0.478
H -2.953 0.855 -1.997
C 1.266 -0.689 2.084
H -2.566 -0.484 -0.988
H -0.589 1.697 -0.651
H -3.704 2.140 -0.448
*
```

## Properties
- SMILES string: CC(C)C.CCC
- Calculated total energy: -277.4546 Eh
- Orbital gap: 11.81 eV

Atomic partial charges in e from the Löwdin method, atoms 1 to 2: atom 1 (H): 0.06, atom 2 (H): 0.06

---

Density functional theory data (ωB97M-V/def2-TZVPD) for a molecular structure, C7H18AuClIO2P in a non-equilibrium geometry.

ORCA input file:
```
! wB97M-V def2-TZVPD RIJCOSX def2/J DEFGRID3
* xyz 2 3
H -1.055 3.646 -2.464
C 1.893 -0.762 -0.450
C 0.696 -0.745 3.319
C -0.068 -4.340 -2.918
H 1.643 -0.615 3.861
C -0.469 -0.614 4.301
O 0.612 -2.033 2.727
Au 0.056 -0.730 -1.151
H 0.117 -4.387 -3.990
H -1.133 -4.231 -2.684
H 1.444 -2.230 2.293
H -1.397 1.836 -4.436
H -0.532 -1.501 4.947
P -0.326 1.386 -2.354
H 0.603 0.023 2.545
H 1.891 2.317 -2.393
H 0.374 -5.199 -2.415
H 1.019 2.520 -3.951
H -1.155 0.067 -4.172
C -0.883 2.953 -1.629
Cl -2.144 -0.034 -0.659
C -1.451 1.015 -3.711
H -0.365 0.272 4.948
O 2.915 -0.632 0.085
H -2.464 0.915 -3.308
H -1.806 2.800 -1.060
H 1.750 0.930 -3.521
H -1.422 -0.527 3.750
H -0.102 3.359 -0.973
C 1.244 1.823 -3.132
I 1.349 -2.702 -2.295
*
```

## Properties
- Calculated total energy: -1662.1779 Eh
- Orbital gap (spin up / spin down): 6.79 / 3.76 eV

Atomic partial charges in e from the Löwdin method, atoms 1 to 2: atom 1 (H): 0.09, atom 2 (C): -0.37